{"formula": "C34H36CrN3O5P", "method": "wB97M-V/def2-TZVPD", "e_lumo_ev": [-2.193, -2.210], "multiplicity": 4, "charge": 1, "largest_force_ha_per_bohr": 0.0267, "energy_ha": -3243.4244, "de_lowest_kcal_mol": 10.26, "symbols": ["Cr", "C", "N", "C", "C", "O", "C", "O", "C", "C", "O", "N", "C", "C", "H", "H", "H", "H", "H", "H", "H", "H", "H", "H", "H", "H", "H", "H", "H", "H", "C", "C", "C", "C", "C", "C", "P", "C", "C", "C", "C", "C", "C", "C", "C", "C", "C", "C", "C", "C", "C", "C", "C", "H", "H", "H", "H", "H", "H", "H", "H", "H", "H", "H", "H", "H", "H", "H", "H", "O", "C", "C", "C", "C", "O", "N", "H", "H", "H", "H"], "positions_angstrom": [[0.74812, -0.02617, -0.05745], [-0.16920, 4.83828, 2.12908], [-0.22308, 3.38630, 2.14571], [-0.96712, 2.80327, 3.26274], [0.27051, 2.59392, 1.20046], [0.12980, 1.36185, 1.25487], [0.96308, 3.20942, -0.00634], [1.57990, 2.20679, -0.79434], [3.00043, 2.18728, -0.77718], [3.50680, 1.07039, 0.12866], [2.67284, 0.34306, 0.68258], [4.81344, 0.94711, 0.28695], [5.76366, 1.77024, -0.44600], [5.35403, -0.20525, 0.99998], [0.12480, 5.19162, 3.11640], [-1.15190, 5.25153, 1.89332], [0.54175, 5.21483, 1.40018], [-0.53162, 3.14164, 4.20245], [-0.92001, 1.72070, 3.21063], [-2.01087, 3.11832, 3.21801], [1.69119, 3.95906, 0.30484], [0.20592, 3.69224, -0.62961], [3.39503, 3.14841, -0.44083], [3.33898, 2.00903, -1.79927], [5.59739, 2.83323, -0.26789], [5.71750, 1.57936, -1.52090], [6.76374, 1.52451, -0.10302], [4.53868, -0.77368, 1.43177], [6.02827, 0.13073, 1.78740], [5.89292, -0.84186, 0.29811], [-4.97488, 2.05261, -1.97964], [-4.57193, 0.98690, -2.77033], [-3.51354, 0.18231, -2.37442], [-2.85753, 0.43985, -1.17496], [-3.23613, 1.54165, -0.40676], [-4.29623, 2.33998, -0.80328], [-1.51120, -0.60005, -0.53986], [-1.79496, -2.32915, -1.07741], [-0.71165, -3.20312, -1.15275], [-0.91240, -4.54622, -1.43419], [-2.19407, -5.03026, -1.64077], [-3.27720, -4.16750, -1.56012], [-3.08060, -2.82618, -1.27262], [-2.05827, -0.91076, 1.18810], [-3.34161, -0.95052, 1.66939], [-3.59276, -1.46092, 2.95811], [-2.57214, -1.95987, 3.72106], [-1.24061, -1.95588, 3.24453], [-0.15859, -2.50345, 3.97391], [1.09740, -2.51029, 3.43569], [1.34794, -1.92465, 2.17497], [0.34215, -1.34083, 1.44805], [-0.98035, -1.39718, 1.96794], [-5.81303, 2.66607, -2.28322], [-5.08403, 0.77873, -3.70063], [-3.18287, -0.64132, -2.99142], [-2.70501, 1.75568, 0.51450], [-4.60276, 3.17985, -0.19293], [0.28661, -2.83604, -0.96684], [-0.06212, -5.21468, -1.48106], [-2.34794, -6.08087, -1.84959], [-4.28205, -4.54031, -1.70938], [-3.93739, -2.17013, -1.18850], [-4.16606, -0.59967, 1.06168], [-4.61035, -1.49033, 3.32641], [-2.77374, -2.37745, 4.70056], [-0.34757, -2.92626, 4.95343], [1.91748, -2.95062, 3.98914], [2.36123, -1.93289, 1.78973], [-0.58363, -0.30647, -2.98048], [0.60035, -0.61035, -2.98607], [1.35661, -0.89819, -4.26340], [2.78929, -1.09063, -3.80095], [2.70995, -0.97193, -2.28877], [3.66494, -1.09077, -1.54949], [1.40850, -0.71377, -1.87660], [1.22360, -0.07535, -4.96351], [0.92548, -1.78806, -4.72269], [3.46880, -0.32745, -4.18012], [3.20986, -2.05941, -4.06572]], "forces_ev_per_a": [[0.915, 0.318, 0.185], [-0.039, 0.113, -0.081], [0.038, -0.261, 0.023], [-0.045, -0.075, 0.013], [-0.119, 0.332, 0.003], [-0.202, -0.004, 0.077], [0.016, -0.020, -0.056], [-0.042, -0.073, 0.112], [0.007, -0.108, -0.009], [0.089, 0.291, -0.260], [-0.438, -0.303, 0.110], [-0.063, -0.111, 0.114], [-0.035, 0.148, -0.145], [0.012, -0.112, 0.022], [0.027, 0.011, -0.016], [0.001, -0.022, 0.018], [0.001, -0.021, 0.030], [0.000, 0.028, -0.019], [0.009, -0.009, -0.008], [0.023, 0.039, -0.006], [-0.004, 0.001, -0.054], [-0.007, 0.064, 0.048], [0.013, 0.013, -0.102], [0.019, 0.015, -0.001], [0.023, -0.024, 0.029], [-0.001, -0.066, 0.031], [0.003, 0.017, 0.029], [-0.003, 0.017, 0.008], [-0.007, 0.021, -0.017], [-0.016, 0.015, -0.004], [0.007, 0.040, -0.014], [-0.013, -0.047, -0.032], [0.119, 0.027, 0.042], [0.233, 0.143, -0.112], [0.066, -0.059, -0.033], [-0.004, 0.055, -0.009], [-1.024, -0.699, 0.591], [0.248, 0.091, -0.319], [-0.099, 0.112, -0.033], [0.050, -0.005, 0.022], [0.023, -0.043, 0.004], [-0.030, 0.014, 0.019], [-0.046, 0.079, 0.001], [0.020, 0.077, -0.003], [0.184, 0.160, -0.147], [-0.021, -0.081, 0.096], [-0.076, 0.016, 0.014], [0.081, 0.063, -0.223], [0.065, -0.009, 0.005], [-0.098, -0.069, 0.159], [0.090, 0.053, -0.264], [0.192, -0.150, -0.056], [-0.081, 0.030, 0.153], [0.010, 0.002, -0.009], [-0.004, -0.008, 0.011], [-0.045, 0.006, -0.053], [-0.073, -0.020, 0.066], [0.012, 0.000, 0.002], [0.077, -0.021, -0.028], [-0.017, 0.000, 0.001], [-0.018, 0.013, -0.024], [0.002, 0.002, -0.001], [-0.016, -0.007, 0.001], [-0.042, -0.012, -0.005], [0.017, 0.024, 0.021], [-0.012, -0.005, -0.009], [0.027, -0.017, -0.008], [0.003, -0.007, -0.017], [0.004, 0.047, 0.050], [0.190, -0.079, 0.264], [-0.398, 0.177, -0.363], [0.123, -0.089, -0.017], [-0.061, -0.022, -0.067], [-0.007, -0.279, 0.069], [0.063, 0.121, 0.056], [0.099, 0.119, -0.010], [-0.077, 0.015, 0.033], [-0.019, 0.011, 0.008], [0.048, -0.012, 0.027], [0.053, 0.007, 0.067]]}